Molecular formula: C14H23B3Be2Cl4F11MgO13P2S
Method: DFT, ωB97M-V with the def2-TZVPD basis set

```
74
Properties=species:S:1:pos:R:3:forces:R:3
O -1.817 -1.881 3.405 -1.0 0.3 1.9
P -2.624 -1.790 4.721 1.0 0.3 -2.4
B -4.212 -0.694 4.538 -0.5 -1.2 0.1
C -5.165 -1.182 3.302 -0.2 0.6 -0.5
C -6.720 -1.094 3.565 0.9 -2.2 -0.9
C -7.191 -1.649 4.965 -1.8 3.1 0.5
Cl -6.951 -3.496 5.044 0.6 -1.7 0.3
H -1.850 -1.180 5.781 -0.3 -0.6 -0.1
H -3.061 -3.082 5.186 0.4 0.5 0.2
H -4.751 -0.619 5.600 -0.1 0.1 0.5
H -3.772 0.414 4.284 1.0 1.5 0.0
H -4.895 -2.210 2.925 -0.3 0.9 0.4
H -4.945 -0.489 2.433 -0.4 -0.9 0.7
H -7.211 -1.759 2.792 0.2 0.8 0.7
H -7.150 -0.069 3.370 0.2 -0.9 0.9
H -6.781 -1.112 5.852 0.2 -1.0 -0.7
H -8.310 -1.510 5.011 1.1 -0.7 0.2
Be -2.461 1.784 4.707 -0.7 -0.5 -0.7
C 1.887 1.428 0.566 0.2 0.6 -0.1
S 0.176 1.644 0.070 1.9 -3.5 -0.2
O -0.106 3.149 0.028 -0.1 1.5 0.3
C -0.537 1.008 1.599 0.0 0.6 -0.1
H 2.527 1.798 -0.235 -0.1 -0.1 -0.1
H 2.085 1.994 1.478 -0.2 0.0 0.0
H 2.089 0.366 0.729 -0.2 -0.2 -0.3
H -0.182 1.597 2.448 0.1 0.0 0.0
H -0.253 -0.041 1.721 -0.1 -0.1 -0.2
H -1.629 1.080 1.536 -0.1 -0.3 0.0
F 1.902 -1.815 0.263 -1.4 1.6 -0.4
P 3.323 -2.376 -0.338 0.3 -1.5 -0.6
F 4.851 -2.728 0.104 1.0 -1.0 -0.3
F 2.890 -1.666 -1.735 -0.2 2.0 -0.2
F 3.933 -0.917 0.084 -0.8 1.6 0.7
F 3.491 -3.562 -1.434 0.0 -1.5 0.4
F 2.869 -3.539 0.700 0.9 -0.7 0.7
C 7.624 -2.099 1.423 -0.7 -0.1 0.0
C 8.838 -2.645 0.740 0.5 0.8 -0.5
O 9.774 -2.758 1.801 -0.5 -0.6 0.3
C 9.039 -2.969 2.917 0.6 0.0 0.4
O 9.483 -3.371 3.949 -0.2 0.2 -0.1
O 7.727 -2.669 2.722 0.3 -0.1 -0.1
F 9.308 -1.771 -0.167 0.1 -0.2 -0.2
H 7.646 -1.005 1.502 0.3 0.1 -0.1
H 6.693 -2.395 0.937 -0.2 0.0 0.3
H 8.695 -3.624 0.273 0.1 0.0 -0.1
Mg -1.820 3.484 0.511 -0.9 0.4 0.8
Cl -6.579 -4.914 6.708 -0.4 2.2 -1.5
Cl -1.236 1.660 -3.637 -0.1 0.1 0.1
C -0.049 2.879 -4.163 0.1 0.1 0.1
C 1.275 2.269 -4.565 0.1 0.1 -0.1
Cl 2.139 1.592 -3.167 -0.1 0.0 0.0
H 0.077 3.598 -3.352 0.1 -0.1 0.0
H -0.493 3.401 -5.019 0.0 -0.1 -0.2
H 1.914 3.040 -4.998 0.0 0.0 0.1
H 1.156 1.476 -5.302 -0.1 0.0 0.1
B -5.619 1.554 -5.663 -1.3 -1.5 -0.4
O -4.696 1.207 -6.762 0.4 1.1 0.6
C -3.741 2.122 -6.775 0.5 -2.1 -2.2
O -2.816 2.148 -7.542 0.0 0.6 0.5
C -3.991 3.103 -5.696 -1.6 0.0 1.3
O -3.297 4.071 -5.431 1.8 2.5 0.5
O -5.074 2.789 -5.043 1.5 0.9 -0.4
O -6.980 1.775 -6.165 0.8 -0.1 0.5
C -7.784 0.906 -5.541 -1.8 1.0 -1.4
O -8.964 0.821 -5.722 0.4 -0.1 0.2
C -6.980 0.086 -4.606 0.7 -1.6 1.5
O -7.390 -0.783 -3.892 0.1 0.4 -0.2
O -5.701 0.469 -4.676 0.0 0.7 -0.3
B 10.817 1.033 0.981 0.3 0.1 -0.2
F 11.126 2.351 1.387 -0.2 -0.6 -0.1
F 9.690 0.566 1.716 0.2 0.1 -0.2
F 10.512 1.019 -0.401 0.1 -0.1 0.6
F 11.924 0.190 1.226 -0.5 0.4 -0.2
Be -1.731 5.658 -5.590 -1.5 -1.9 -0.2
```
Forces are in eV/Å.

Computed properties:
LUMO in eV: -10.142
Total charge: +1
HOMO energy in eV: -11.13
2S+1: 1

Löwdin population analysis, charges in e, atoms 1 to 5:
1 O -0.511
2 P 0.665
3 B -0.692
4 C -0.243
5 C -0.238